(1)
DFT (ωB97M-V with the def2-TZVPD basis set) results for C21H19BF3N9Zr as an isolated structure.

```
54
Properties=species:S:1:pos:R:3:mulliken_charge:R:1
Zr 0.225 -0.151 0.842 1.04
N 1.426 2.682 -2.434 0.18
C 1.337 1.690 -1.575 -0.30
N 0.366 1.548 -0.696 0.49
C -0.620 2.543 -0.617 -0.01
N -1.523 2.522 0.306 -1.41
N -1.298 1.496 1.201 0.93
C -2.027 1.498 2.253 -0.48
C -1.720 0.516 3.288 0.78
C -2.382 0.486 4.501 -1.02
C -1.948 -0.410 5.474 -0.26
C -0.872 -1.232 5.196 -1.06
C -0.273 -1.157 3.947 0.11
N -0.683 -0.306 3.007 0.23
C -0.584 3.638 -1.574 0.62
C -1.552 4.649 -1.590 -0.37
C -1.457 5.671 -2.509 -0.82
C -0.401 5.709 -3.423 -0.43
C 0.569 4.726 -3.422 -0.97
C 0.463 3.699 -2.492 0.16
H 2.212 2.708 -3.070 0.33
H 2.124 0.948 -1.606 0.20
H -2.806 2.244 2.376 0.45
H -3.208 1.159 4.685 0.48
H -2.443 -0.454 6.435 0.46
H -0.496 -1.935 5.925 0.43
H 0.557 -1.804 3.690 0.47
H -2.360 4.616 -0.875 0.51
H -2.202 6.454 -2.521 0.45
H -0.338 6.517 -4.138 0.43
H 1.393 4.754 -4.122 0.43
B -0.715 -2.847 0.599 0.25
N -1.852 -2.056 -0.071 -0.03
C -3.051 -2.387 -0.547 -0.11
C -3.583 -1.281 -1.198 -1.20
C -2.628 -0.290 -1.054 -0.11
N -1.568 -0.764 -0.377 0.15
N 0.499 -2.892 -0.340 -0.10
C 1.060 -3.832 -1.101 -0.13
C 2.160 -3.283 -1.743 -1.15
C 2.208 -1.971 -1.300 -0.22
N 1.193 -1.729 -0.454 0.38
H -1.072 -3.905 1.003 -0.03
H -0.326 -2.143 1.564 -0.12
H -3.442 -3.380 -0.400 0.50
H -4.529 -1.211 -1.704 0.44
H -2.650 0.732 -1.395 0.50
H 0.654 -4.830 -1.122 0.50
H 2.840 -3.774 -2.416 0.44
H 2.939 -1.212 -1.524 0.46
F 1.336 1.380 1.956 -0.28
C 2.240 0.036 1.920 0.14
F 2.825 0.316 0.704 -0.14
F 3.092 0.150 2.864 -0.18
```

Summary:
* HOMO energy: -14.5 eV
* LUMO energy: -7.03 eV
* HOMO-LUMO gap: 7.426 eV
* energy: -1675.5958 hartree
* charge: +2


(2)
DFT (ωB97M-V with the def2-TZVPD basis set) results for C21H19Br2CdN4O8S as an isolated structure.

```
56
Properties=species:S:1:pos:R:3:mulliken_charge:R:1
Cd 0.348 1.502 1.053 1.55
Br -2.688 3.529 -0.207 -0.09
C -2.214 3.843 1.600 -0.03
C -2.768 4.911 2.283 -0.58
C -2.408 5.069 3.614 -0.25
C -1.542 4.161 4.202 -0.66
C -1.039 3.127 3.427 0.35
N -1.369 2.988 2.138 0.14
C -0.103 2.064 4.035 0.41
O 0.079 2.131 5.244 -0.72
O 0.362 1.200 3.224 -0.84
H -3.450 5.582 1.783 0.41
H -2.809 5.894 4.189 0.39
H -1.240 4.218 5.237 0.50
O 3.405 2.276 -4.273 -0.64
C 2.902 2.200 -3.177 0.31
C 1.972 3.225 -2.544 0.16
O 1.616 4.274 -3.040 -0.67
C 1.556 2.646 -1.255 0.82
C 2.231 1.424 -1.042 1.08
O 2.075 0.705 0.011 -1.11
C 3.015 1.048 -2.207 0.09
O 3.593 -0.019 -2.389 -0.72
O 0.688 3.109 -0.442 -0.87
O -4.773 -2.364 0.219 -0.56
C -3.706 -1.555 0.396 0.93
C -3.238 -1.180 1.650 -0.57
C -2.135 -0.353 1.714 -0.94
N -1.494 0.096 0.634 0.33
C -1.957 -0.274 -0.548 -0.40
Br -1.043 0.395 -2.056 -0.07
C -3.057 -1.079 -0.735 -0.43
H -5.104 -2.650 1.077 0.29
H -3.714 -1.536 2.555 0.33
H -1.709 -0.043 2.661 0.41
H -3.396 -1.342 -1.725 0.56
C 2.829 -2.259 0.807 -1.21
N 2.386 -2.734 -0.491 0.35
C 3.484 -3.130 -1.359 -1.15
C 1.103 -3.053 -0.712 0.22
S -0.022 -3.169 0.548 -0.31
N 0.766 -3.313 -2.018 0.17
C 1.273 -2.478 -3.103 -0.95
C -0.513 -3.923 -2.316 -0.98
H 3.679 -1.599 0.652 0.39
H 3.114 -3.108 1.439 0.34
H 2.034 -1.715 1.297 0.26
H 4.223 -3.658 -0.750 0.44
H 3.966 -2.258 -1.801 0.26
H 3.140 -3.813 -2.131 0.37
H 1.957 -1.722 -2.727 0.19
H 0.434 -1.962 -3.574 0.42
H 1.782 -3.074 -3.865 0.27
H -0.731 -4.709 -1.599 0.37
H -0.458 -4.347 -3.321 0.36
H -1.333 -3.197 -2.282 0.25
```

Summary:
* HOMO energy: -4.4 eV
* LUMO energy: 1.96 eV
* HOMO-LUMO gap: 6.389 eV
* energy: -7346.7075 hartree
* charge: -1